[1]
The following is a DFT calculation (ωB97M-V/def2-TZVPD) of a 3-piece molecular cluster, C6H15NO overall in a non-equilibrium geometry.

**Energy above the lowest of the compared OMol25 structures with the same formula, charge and spin**: 106.0 kcal per mole
**HOMO level**: -7.44 eV
**E_LUMO**: 0.257 eV
**Orbital gap**: 7.694 eV

ORCA input file:
```
! RIJCOSX wB97M-V def2-TZVPD def2/J DEFGRID3
* xyz 0 1
C 1.4891 -0.1551 0.6393
C -0.6078 -0.4039 0.7161
C 1.9478 -1.2760 -0.2715
C -1.2780 0.8185 1.3119
C -1.4820 -1.2983 -0.1554
O 1.9198 1.0456 0.4198
H 1.2922 1.7197 -0.5343
H 1.5233 -0.4321 1.6986
H -0.2942 -1.0417 1.5396
H 3.0201 -1.4298 -0.1171
H 1.4318 -2.2112 -0.0526
H 1.8068 -1.0307 -1.3242
H -0.5329 1.5391 1.6647
H -1.9120 0.5653 2.1695
H -1.9231 1.3354 0.5962
H -0.8852 -2.0060 -0.7416
H -2.1623 -1.8992 0.4610
H -2.1175 -0.7428 -0.8476
C -0.3015 0.9693 -1.5478
N 0.3745 2.0144 -1.1907
H -0.1634 2.8082 -0.8601
H -1.3766 1.0034 -1.6545
H 0.2310 0.1078 -1.9195
*
```

Löwdin population analysis, charges in e, atoms 1 to 4: number 1, C, carries -0.40; number 2, C, carries -0.33; number 3, C, carries -0.07; number 4, C, carries -0.13

[2]
The following is a DFT calculation (ωB97M-V/def2-TZVPD) of a 2-piece molecular cluster, C6H15NO overall in a non-equilibrium geometry.

**Energy above the lowest of the compared OMol25 structures with the same formula, charge and spin**: 56.4 kcal per mole
**SMILES**: C=CCCNCC.O
**HOMO level**: -8.41 eV
**E_LUMO**: 0.802 eV
**Orbital gap**: 9.216 eV

ORCA input file:
```
! RIJCOSX wB97M-V def2-TZVPD def2/J DEFGRID3
* xyz 0 1
C 2.2084 0.5699 0.4729
C 1.4793 0.7096 -0.6295
C 0.0571 1.1681 -0.5337
C -0.5556 1.3974 0.8676
N -0.7751 0.2974 1.7672
C -1.4705 -0.9056 1.3217
C -0.6246 -1.9344 0.5424
H 3.1237 0.0022 0.6040
H 1.9190 0.9401 1.4547
H 1.8205 0.2191 -1.5332
H -0.5993 0.4130 -0.9223
H -0.1907 2.0814 -1.0842
H -1.5432 1.7670 0.6364
H -0.1654 2.2529 1.4038
H -0.0163 0.0240 2.3615
H -2.3941 -0.7204 0.7922
H -1.7328 -1.3532 2.2837
H -1.1311 -2.8925 0.5711
H -0.6152 -1.6333 -0.5078
H 0.3910 -1.9813 0.9109
O 0.5550 -0.2952 -3.7201
H 0.3512 0.6253 -3.8650
H -0.0912 -0.7515 -3.1943
*
```

Löwdin population analysis, charges in e, atoms 1 to 4: number 1, C, carries -0.01; number 2, C, carries -0.17; number 3, C, carries -0.21; number 4, C, carries -0.26

[3]
The following is a DFT calculation (ωB97M-V/def2-TZVPD) of one molecule with the formula C6H15NO in a non-equilibrium geometry.

**Energy above the lowest of the compared OMol25 structures with the same formula, charge and spin**: 24.8 kcal per mole
**SMILES**: CCN[C@](C)(O)CC
**HOMO level**: -8.60 eV
**E_LUMO**: 0.954 eV
**Orbital gap**: 9.551 eV

ORCA input file:
```
! RIJCOSX wB97M-V def2-TZVPD def2/J DEFGRID3
* xyz 0 1
C -1.8435 2.1000 1.2016
C -0.9584 0.9797 1.7396
N 0.2817 0.6800 0.9076
C 0.1954 -0.4032 -0.0201
C -0.8433 -0.2294 -1.1442
O -0.1354 -1.5396 0.7334
C 1.6894 -0.4821 -0.6501
C 2.0227 -1.8072 -1.3180
H -2.2588 1.8522 0.2272
H -2.6689 2.2873 1.8870
H -1.2674 3.0203 1.1073
H -0.5854 1.2526 2.7321
H -1.5150 0.0485 1.8410
H 0.5928 1.5255 0.4461
H -0.7125 0.7321 -1.6348
H -0.7377 -1.0207 -1.8833
H -1.8476 -0.2768 -0.7296
H 0.0621 -2.3359 0.2305
H 2.3984 -0.2907 0.1555
H 1.7760 0.3308 -1.3725
H 1.3118 -2.0484 -2.1066
H 2.0277 -2.6155 -0.5882
H 3.0161 -1.7595 -1.7618
*
```

Löwdin population analysis, charges in e, atoms 1 to 4: number 1, C, carries -0.10; number 2, C, carries -0.23; number 3, N, carries -0.01; number 4, C, carries -0.62

[4]
The following is a DFT calculation (ωB97M-V/def2-TZVPD) of a 2-piece molecular cluster, C6H15NO overall in a non-equilibrium geometry.

**Energy above the lowest of the compared OMol25 structures with the same formula, charge and spin**: 144.2 kcal per mole
**Expectation value of S²**: 0.756
**HOMO level (alpha / beta)**: -14.14 / -14.14 eV
**E_LUMO (alpha / beta)**: -8.636 / -8.697 eV
**Orbital gap (alpha / beta)**: 5.505 / 5.443 eV

ORCA input file:
```
! RIJCOSX wB97M-V def2-TZVPD def2/J DEFGRID3
* xyz 1 2
C 2.5152 -0.6073 3.2751
C 2.8451 -0.6188 1.7811
N -1.2654 -0.0091 -1.4545
C -2.1905 0.4818 -2.3740
C -2.9035 -0.5691 -3.1886
C -0.5393 1.0107 -0.7359
C -0.1086 0.4277 0.6302
O 0.6704 1.2722 1.3805
H 1.7396 -1.2982 3.6382
H 2.2484 0.3859 3.6455
H 3.3332 -0.8518 3.9611
H 3.9085 -0.4044 1.6213
H 2.6987 -1.6433 1.4367
H -2.9093 1.0741 -1.7187
H -1.7412 1.2579 -3.0076
H -2.2567 -0.9996 -3.9505
H -3.0869 -1.3625 -2.4518
H -3.9444 -0.3395 -3.4214
H -1.0715 1.9493 -0.5025
H 0.3316 1.0778 -1.4250
H -1.0258 0.0610 1.1167
H 0.5365 -0.4328 0.4519
H 2.2158 0.1380 1.2920
*
```

Löwdin population analysis, charges in e, atoms 1 to 4: number 1, C, carries -0.17; number 2, C, carries -0.15; number 3, N, carries 0.27; number 4, C, carries -0.24

[5]
The following is a DFT calculation (ωB97M-V/def2-TZVPD) of a 3-piece molecular cluster, C6H15NO2 overall in a non-equilibrium geometry.

**Energy above the lowest of the compared OMol25 structures with the same formula, charge and spin**: 73.3 kcal per mole
**SMILES**: C=C(/C=C/C)NC.O.O
**HOMO level**: -8.58 eV
**E_LUMO**: 0.677 eV
**Orbital gap**: 9.259 eV

ORCA input file:
```
! RIJCOSX wB97M-V def2-TZVPD def2/J DEFGRID3
* xyz 0 1
C -0.4099 -2.2752 0.7907
C -0.7365 -0.9913 0.5211
C 0.3178 -0.1981 -0.1375
C 1.0002 0.8611 0.2871
C 1.8540 1.8310 -0.4153
N -2.1179 -0.5979 0.5314
C -2.3259 0.8711 0.6255
H 0.6445 -2.4781 0.6244
H -1.0485 -3.1190 0.9784
H 0.4181 -0.5644 -1.1656
H 0.7182 1.0941 1.3237
H 1.7236 1.7961 -1.5198
H 1.7472 2.8870 -0.2332
H 2.9211 1.5753 -0.3930
H -2.5186 -1.0191 1.3597
H -3.3067 0.9611 1.0934
H -2.5248 1.2599 -0.3789
H -1.5894 1.4515 1.1753
O -1.2826 -0.7833 -3.0314
H -1.5129 -1.1277 -2.1632
H -1.5162 0.1589 -2.9947
O 3.5621 -0.5918 1.0214
H 3.0577 -0.3539 1.7963
H 2.9255 -0.6476 0.3044
*
```

Löwdin population analysis, charges in e, atoms 1 to 4: number 1, C, carries 0.04; number 2, C, carries -0.38; number 3, C, carries -0.12; number 4, C, carries -0.19

[6]
The following is a DFT calculation (ωB97M-V/def2-TZVPD) of a 2-piece molecular cluster, C6H15NO2 overall in a non-equilibrium geometry.

**Energy above the lowest of the compared OMol25 structures with the same formula, charge and spin**: 45.3 kcal per mole
**SMILES**: CCC(N)=O.CC(C)O
**HOMO level**: -9.98 eV
**E_LUMO**: 0.717 eV
**Orbital gap**: 10.693 eV

ORCA input file:
```
! RIJCOSX wB97M-V def2-TZVPD def2/J DEFGRID3
* xyz 0 1
C -0.9930 -1.9923 0.4544
C -0.7519 -1.4872 1.9486
C -1.9205 -0.6153 2.3325
N -1.4344 0.6036 2.8425
O -3.0500 -0.9971 2.4480
H -1.1630 -1.1855 -0.2994
H -1.7716 -2.7188 0.4739
H -0.0259 -2.2606 0.0229
H -0.6912 -2.4020 2.5429
H 0.2710 -1.0713 1.8593
H -2.1493 1.2759 3.0720
H -0.4802 0.8948 2.7612
C 1.4500 0.0440 -0.7172
C 1.0136 0.6339 -2.1180
C 0.5287 2.0611 -1.9395
O 2.2804 0.6195 -2.7871
H 1.2627 0.6261 0.1820
H 2.5526 0.1019 -0.6900
H 1.2116 -1.0245 -0.7848
H 0.3635 -0.0587 -2.6510
H 1.2803 2.6608 -1.4005
H 0.2306 2.5705 -2.8679
H -0.4218 2.2621 -1.4334
H 2.4079 1.4593 -3.2516
*
```

Löwdin population analysis, charges in e, atoms 1 to 4: number 1, C, carries -0.09; number 2, C, carries -0.15; number 3, C, carries -0.56; number 4, N, carries 0.14

[7]
The following is a DFT calculation (ωB97M-V/def2-TZVPD) of C6H15NO2 as an isolated structure in a non-equilibrium geometry.

**Energy above the lowest of the compared OMol25 structures with the same formula, charge and spin**: 99.6 kcal per mole
**HOMO level**: -9.06 eV
**E_LUMO**: 0.642 eV
**Orbital gap**: 9.699 eV

ORCA input file:
```
! RIJCOSX wB97M-V def2-TZVPD def2/J DEFGRID3
* xyz 0 1
C 1.3957 0.2453 0.0948
C 1.3353 0.5433 1.5293
C 2.7248 0.0669 -0.5623
C 0.4589 -1.5445 -0.1851
H 0.6703 0.8104 -0.4910
H 1.3047 1.6222 1.7025
H 2.1154 0.0542 2.1102
H 0.3041 0.2456 1.8612
H 3.3911 -0.5525 0.0366
H 3.1829 1.0561 -0.6730
H 2.6300 -0.3622 -1.5601
H 0.4455 -1.6634 -1.2695
H 1.4260 -1.9093 0.1548
H -0.1339 -2.2750 0.3558
C -2.4427 1.6106 -0.4508
N -1.5869 0.4624 -0.7362
C -1.5191 -0.5340 0.2869
O -2.3162 -1.6563 0.0139
O -1.4391 -0.1980 1.4729
H -2.2980 -1.8657 -0.9274
H -1.7229 0.0937 -1.6688
H -3.5106 1.3753 -0.5184
H -2.2246 1.9541 0.5596
H -2.1907 2.4208 -1.1361
*
```

Löwdin population analysis, charges in e, atoms 1 to 4: number 1, C, carries -0.29; number 2, C, carries -0.10; number 3, C, carries -0.10; number 4, C, carries -0.03

[8]
The following is a DFT calculation (ωB97M-V/def2-TZVPD) of a 3-piece molecular cluster, C6H15NO2 overall in a non-equilibrium geometry.

**Energy above the lowest of the compared OMol25 structures with the same formula, charge and spin**: 52.4 kcal per mole
**SMILES**: C/C=C/C(C)=C/N.O.O
**HOMO level**: -7.50 eV
**E_LUMO**: 0.717 eV
**Orbital gap**: 8.220 eV

ORCA input file:
```
! RIJCOSX wB97M-V def2-TZVPD def2/J DEFGRID3
* xyz 0 1
C 1.1562 0.1730 2.9885
C 0.6972 0.3566 1.5407
C 0.0907 -0.5503 0.7849
C -0.3189 -0.4831 -0.6280
C -0.9792 -1.7543 -1.1795
C -0.1794 0.6164 -1.3616
N -0.6028 0.8020 -2.6640
H 1.3383 -0.8767 3.2040
H 0.3560 0.6627 3.5509
H 2.1000 0.7148 3.0555
H 0.9561 1.3402 1.1581
H -0.0955 -1.5080 1.2719
H -0.8677 -2.4834 -0.3632
H -0.5500 -2.1349 -2.1000
H -2.0758 -1.7995 -1.2098
H 0.2314 1.5324 -0.9699
H -0.3798 1.6465 -3.1518
H -1.1271 0.0968 -3.1422
O 3.0214 0.6011 -1.2186
H 2.8268 -0.1753 -0.6769
H 3.2056 1.3490 -0.6618
O -3.0226 0.0417 1.5959
H -2.2831 0.3382 2.1686
H -2.5566 -0.2104 0.7825
*
```

Löwdin population analysis, charges in e, atoms 1 to 4: number 1, C, carries -0.09; number 2, C, carries -0.19; number 3, C, carries -0.14; number 4, C, carries -0.31

[9]
The following is a DFT calculation (ωB97M-V/def2-TZVPD) of C6H15NO2Tl as an isolated structure in a non-equilibrium geometry.

**Energy above the lowest of the compared OMol25 structures with the same formula, charge and spin**: 0.0 kcal per mole
**HOMO level**: -21.69 eV
**E_LUMO**: -17.911 eV
**Orbital gap**: 3.782 eV

ORCA input file:
```
! RIJCOSX wB97M-V def2-TZVPD def2/J DEFGRID3
* xyz 3 1
Tl -2.0538 0.8657 -1.5802
C 1.3734 0.1802 -3.1103
O 0.9226 0.8636 -1.9387
C 1.8852 1.0791 -0.9763
C 1.2632 1.7621 0.2025
N 0.1047 1.0628 0.8262
C 0.2818 -0.2195 1.4492
C -1.0423 -0.9341 1.9364
O -1.9783 -0.9175 0.9157
C -2.9497 -1.9864 0.9707
H 1.9200 0.8795 -3.7654
H 0.5000 -0.1975 -3.6463
H 2.0223 -0.6653 -2.8522
H 2.6865 1.7473 -1.3639
H 2.4270 0.1518 -0.7233
H 0.9329 2.7665 -0.0628
H 2.0582 1.8573 0.9746
H -0.2300 1.7160 1.5664
H 0.8562 -0.0661 2.3880
H 0.8188 -0.8787 0.7700
H -1.4247 -0.3527 2.8015
H -0.8141 -1.9592 2.2416
H -2.4487 -2.9688 0.9556
H -3.6001 -1.8967 0.1077
H -3.5112 -1.8897 1.9132
*
```

Löwdin population analysis, charges in e, atoms 1 to 4: number 1, Tl, carries 1.19; number 2, C, carries 0.02; number 3, O, carries -0.23; number 4, C, carries -0.19

[10]
The following is a DFT calculation (ωB97M-V/def2-TZVPD) of a 3-piece molecular cluster, C6H15NO3 overall in a non-equilibrium geometry.

**Energy above the lowest of the compared OMol25 structures with the same formula, charge and spin**: 136.5 kcal per mole
**HOMO level (alpha / beta)**: -6.23 / -5.97 eV
**E_LUMO (alpha / beta)**: 0.895 / 0.882 eV
**Orbital gap (alpha / beta)**: 7.126 / 6.854 eV

ORCA input file:
```
! RIJCOSX wB97M-V def2-TZVPD def2/J DEFGRID3
* xyz 0 1
C -0.0928 0.5417 0.6662
C 0.7705 0.0815 -0.3105
C 1.6241 -1.0321 1.5196
C -1.3013 1.2314 -1.2782
C 3.0349 -1.2730 1.0739
C -2.2988 2.2215 -0.7465
N -1.8203 -0.0931 -1.5921
O -1.0848 -0.1846 1.2241
O 0.5241 -0.9928 -1.0719
O 0.7810 -2.1567 1.4280
H -0.7796 -1.1165 1.2794
H -0.4670 -0.8850 -1.3936
H 0.8259 -2.4604 0.5061
H 0.1282 1.4839 1.1524
H 1.5861 0.7327 -0.6088
H 1.5090 -0.6015 2.5104
H -0.6906 1.5969 -2.1010
H -2.4476 -0.3971 -0.8524
H -2.3251 -0.1563 -2.4770
H 3.6323 -0.3704 1.2134
H 3.5122 -2.0859 1.6401
H 3.0717 -1.5483 0.0150
H -2.7347 1.8715 0.1955
H -1.8194 3.1837 -0.5538
H -3.1383 2.4090 -1.4386
*
```

Löwdin population analysis, charges in e, atoms 1 to 4: number 1, C, carries -0.22; number 2, C, carries -0.26; number 3, C, carries -0.28; number 4, C, carries -0.29

- The highest energy above the lowest of the compared OMol25 structures with the same formula, charge and spin belongs to which entry?
  number 4

- Which of these has the lowest energy above the lowest of the compared OMol25 structures with the same formula, charge and spin?
  C6H15NO2Tl

- Which of these has the highest energy above the lowest of the compared OMol25 structures with the same formula, charge and spin?
  number 4

- The lowest energy above the lowest of the compared OMol25 structures with the same formula, charge and spin belongs to which entry?
  C6H15NO2Tl